No. 1
# C5H41N2O14

A cluster of 15 separate species, C5H41N2O14 in total in a non-equilibrium geometry (the ωB97M-V functional and the def2-TZVPD basis, the Open Molecules 2025 dataset).

HOMO in eV: -12.8
E_tot in Ha: -1377.5569
Frontier orbital gap in eV: 9.97
LUMO energy in eV: -2.7928
Molecular weight in g mol⁻¹: 353.4
Total charge: +1

Element x y z (Å)
1 C -3.1651 -3.2245 -1.4167
2 C -2.3926 -2.8105 -0.2605
3 C -0.8526 -2.9573 -0.7674
4 C -0.0366 -1.7833 -0.0442
5 N 2.2892 0.0845 -1.0413
6 C 0.9411 0.1456 -1.2949
7 N -0.1731 -0.5650 -0.8205
8 H -2.6074 -2.7712 -2.2619
9 H -3.3078 -4.2174 -1.5685
10 H -4.2014 -2.6690 -1.5239
11 H -2.6172 -1.9017 0.1761
12 H -2.7026 -3.3127 0.5800
13 H -0.3640 -3.8806 -0.4281
14 H -0.6241 -2.9871 -1.8770
15 H 1.0867 -2.0437 -0.1212
16 H -0.3944 -1.6587 1.0421
17 H 2.6034 -0.6401 -0.4025
18 H 2.9101 0.4546 -1.6706
19 H 0.6228 1.0154 -2.0020
20 H -1.1817 -0.0266 -0.7561
21 H 0.9375 3.2091 -4.0809
22 H 0.9523 1.6846 -4.3048
23 O 0.9196 2.3493 -3.5600
24 H 3.8317 -0.0885 1.5469
25 H 2.8643 -1.2415 2.1123
26 O 3.7775 -1.0209 1.7188
27 H -0.9871 2.5153 0.4509
28 H -2.0116 1.8434 1.5590
29 O -1.8867 2.2098 0.7076
30 H -3.6445 2.4508 1.2312
31 H -4.8095 2.8768 0.3891
32 O -4.4901 2.9872 1.2346
33 H -3.4992 -0.9808 -1.7613
34 H -3.4738 0.4188 -1.0413
35 O -3.0011 -0.2173 -1.6432
36 H 1.5296 0.5888 1.9636
37 H 0.9425 -0.5190 2.8672
38 O 0.7945 0.1147 2.0670
39 H 1.6995 3.5918 3.3659
40 H 2.7116 2.8624 4.1320
41 O 1.9819 2.7611 3.5525
42 H -4.1117 -0.4761 0.7079
43 H -5.4398 -0.8381 0.1486
44 O -4.6352 -0.5863 -0.1363
45 H 3.9413 -2.3470 0.1447
46 H 5.0880 -1.3092 -0.2058
47 O 4.2875 -1.6831 -0.6420
48 H -0.8695 1.2868 2.6037
49 H -0.8881 1.4039 4.0796
50 O -1.4042 1.0073 3.4066
51 H -2.9657 0.6785 2.3447
52 H -3.4999 -0.4676 3.1207
53 O -3.6781 -0.0136 2.3480
54 H 4.9224 0.6611 -3.0203
55 H 4.6051 -0.6131 -2.2693
56 O 4.8526 0.3624 -2.1637
57 H 2.7756 2.7276 1.9757
58 H 3.4386 3.0301 0.6199
59 O 3.1912 2.3434 1.1585
60 H 1.1610 -1.4745 -3.4389
61 H 1.8674 -2.1124 -4.4566
62 O 2.0319 -1.5617 -3.5777


No. 2
# C5H41NO14

A cluster of 15 separate species, C5H41NO14 in total in a non-equilibrium geometry (the ωB97M-V functional and the def2-TZVPD basis, the Open Molecules 2025 dataset).

HOMO in eV: -9.8
E_tot in Ha: -1323.0748
Frontier orbital gap in eV: 9.88
LUMO energy in eV: 0.0287
Molecular weight in g mol⁻¹: 339.4
Total charge: 0

Element x y z (Å)
1 C -3.0415 2.2049 1.6959
2 C -1.8758 1.2185 1.4996
3 C -1.7156 0.0895 2.4388
4 C -2.7918 -0.9724 1.9903
5 C -2.0627 -1.8550 0.9536
6 N -0.6911 2.0126 1.2101
7 H -3.2497 2.7598 0.7771
8 H -2.9335 2.9402 2.4373
9 H -3.9531 1.7351 1.9858
10 H -2.0823 0.5725 0.4956
11 H -1.7017 0.2976 3.4739
12 H -0.8088 -0.5608 2.3000
13 H -3.7117 -0.7814 1.3958
14 H -3.0949 -1.4821 2.9409
15 H -2.4696 -2.8365 1.0831
16 H -0.9806 -2.0283 1.1124
17 H -2.2331 -1.4798 -0.0903
18 H -0.7377 2.6109 0.3307
19 H -0.6551 2.8622 1.8096
20 H -1.4674 -3.0202 -1.7328
21 H -0.9617 -1.9215 -2.5911
22 O -0.7057 -2.6963 -2.2167
23 H 2.0277 1.8174 -3.1819
24 H 1.3834 1.1378 -4.3745
25 O 1.3422 1.9053 -3.7427
26 H 1.7830 0.6688 0.3321
27 H 2.9905 -0.1058 -0.4715
28 O 2.1387 -0.1738 0.2220
29 H -2.2432 1.8640 -1.4437
30 H -2.1329 0.9815 -2.6117
31 O -2.7105 1.0186 -1.8149
32 H 4.6932 -0.5445 1.6329
33 H 3.5539 0.2057 2.3154
34 O 4.3283 -0.4190 2.4753
35 H 1.2768 -2.8320 0.7096
36 H 0.2969 -2.4946 -0.2542
37 O 1.0472 -3.0828 -0.2123
38 H 2.6696 0.1218 -1.9583
39 H 3.9046 -0.9106 -1.9975
40 O 3.6895 -0.0222 -1.8674
41 H 2.8021 -1.0791 -4.1314
42 H 1.3768 -1.2496 -3.5942
43 O 1.8209 -0.7631 -4.2370
44 H -4.4524 -2.3580 -1.4792
45 H -4.0179 -0.8809 -1.5913
46 O -3.7016 -1.7490 -1.6671
47 H 2.6135 2.8755 1.8577
48 H 1.3982 2.3619 1.3896
49 O 2.3094 2.3788 1.1269
50 H 3.4874 -3.1398 -2.1888
51 H 2.0628 -2.7320 -1.5823
52 O 2.7791 -2.5849 -2.2748
53 H -0.8970 3.6199 -2.4589
54 H -2.0848 4.1934 -1.7996
55 O -1.5988 3.3267 -1.8747
56 H 0.9895 1.7165 4.1255
57 H 0.6857 0.8853 2.8759
58 O 1.1817 1.5668 3.3145
59 H 2.8667 -1.8589 3.0320
60 H 2.0512 -1.2788 1.7832
61 O 2.2134 -2.0555 2.3176


No. 3
# C5H42O16

A cluster of 17 separate species, C5H42O16 in total in a non-equilibrium geometry (the ωB97M-V functional and the def2-TZVPD basis, the Open Molecules 2025 dataset).

HOMO in eV: -9.7
E_tot in Ha: -1419.6108
Frontier orbital gap in eV: 9.89
LUMO energy in eV: 0.1418
Molecular weight in g mol⁻¹: 358.4
Total charge: 0

Element x y z (Å)
1 C -0.1326 0.0336 0.9862
2 C 0.4155 0.1600 2.4026
3 C 1.5999 1.0921 2.3910
4 C 2.8737 0.6575 2.1990
5 C 1.2906 2.5287 2.6253
6 H -0.4030 1.0148 0.5097
7 H 0.5962 -0.5242 0.3155
8 H -1.0468 -0.5428 0.9839
9 H -0.3608 0.5698 3.0599
10 H 0.6689 -0.8303 2.8177
11 H 3.7680 1.3430 2.1745
12 H 3.1126 -0.3379 2.0594
13 H 1.1593 2.7735 3.7234
14 H 2.1151 3.2358 2.2362
15 H 0.3546 2.8704 2.0959
16 H -1.9476 2.4380 -1.5751
17 H -2.8350 1.1813 -1.3123
18 O -2.4036 1.6021 -2.0314
19 H 2.2058 2.0324 -1.2773
20 H 1.6239 1.8151 0.1468
21 O 1.3445 2.0538 -0.7714
22 H -3.3359 -2.3518 -2.2455
23 H -1.9936 -2.4258 -1.4184
24 O -3.0201 -2.4007 -1.3270
25 H -2.6002 0.1649 3.3417
26 H -2.2277 0.9140 4.6920
27 O -2.5093 1.0421 3.7790
28 H 0.8457 -0.2038 -3.6335
29 H 1.6196 0.4270 -4.8892
30 O 1.4718 -0.3668 -4.3044
31 H -0.7734 -2.5847 0.0214
32 H -1.3460 -3.7528 0.9145
33 O -0.8728 -2.8930 0.9473
34 H 2.8742 -0.7125 -3.3143
35 H 3.1075 -1.4577 -2.0038
36 O 3.5475 -0.8382 -2.6472
37 H -0.9814 0.7975 -2.3338
38 H 0.4899 0.8965 -1.6849
39 O -0.0988 0.3443 -2.2648
40 H -3.2313 -0.9908 1.7442
41 H -2.0567 -1.7409 2.2439
42 O -2.8105 -1.3163 2.5413
43 H 3.7154 0.7731 -2.2158
44 H 4.5588 1.8848 -1.5227
45 O 3.7218 1.7498 -1.9430
46 H 0.7983 -2.9024 1.3618
47 H 1.9901 -2.1009 1.9300
48 O 1.7809 -2.8490 1.4108
49 H -2.6510 1.5274 1.0137
50 H -2.1882 2.0686 2.3820
51 O -2.2079 2.2747 1.3918
52 H 0.6001 -2.4926 -1.4839
53 H -0.3006 -1.2992 -1.8744
54 O -0.3551 -2.2240 -1.6076
55 H -3.3488 -1.0244 -0.3905
56 H -4.5328 -0.1946 0.1269
57 O -3.5784 -0.2701 0.1824
58 H 2.6845 -3.4956 -1.4891
59 H 2.1205 -2.7464 -0.1979
60 O 2.2546 -2.7040 -1.1925
61 H -0.0487 3.0580 -0.7008
62 H -1.3414 3.1599 0.1680
63 O -0.9824 3.4122 -0.6787


Please write out number 2 again, unchanged.
# C5H41NO14

A cluster of 15 separate species, C5H41NO14 in total in a non-equilibrium geometry (the ωB97M-V functional and the def2-TZVPD basis, the Open Molecules 2025 dataset).

HOMO in eV: -9.8
E_tot in Ha: -1323.0748
Frontier orbital gap in eV: 9.88
LUMO energy in eV: 0.0287
Molecular weight in g mol⁻¹: 339.4
Total charge: 0

Element x y z (Å)
1 C -3.0415 2.2049 1.6959
2 C -1.8758 1.2185 1.4996
3 C -1.7156 0.0895 2.4388
4 C -2.7918 -0.9724 1.9903
5 C -2.0627 -1.8550 0.9536
6 N -0.6911 2.0126 1.2101
7 H -3.2497 2.7598 0.7771
8 H -2.9335 2.9402 2.4373
9 H -3.9531 1.7351 1.9858
10 H -2.0823 0.5725 0.4956
11 H -1.7017 0.2976 3.4739
12 H -0.8088 -0.5608 2.3000
13 H -3.7117 -0.7814 1.3958
14 H -3.0949 -1.4821 2.9409
15 H -2.4696 -2.8365 1.0831
16 H -0.9806 -2.0283 1.1124
17 H -2.2331 -1.4798 -0.0903
18 H -0.7377 2.6109 0.3307
19 H -0.6551 2.8622 1.8096
20 H -1.4674 -3.0202 -1.7328
21 H -0.9617 -1.9215 -2.5911
22 O -0.7057 -2.6963 -2.2167
23 H 2.0277 1.8174 -3.1819
24 H 1.3834 1.1378 -4.3745
25 O 1.3422 1.9053 -3.7427
26 H 1.7830 0.6688 0.3321
27 H 2.9905 -0.1058 -0.4715
28 O 2.1387 -0.1738 0.2220
29 H -2.2432 1.8640 -1.4437
30 H -2.1329 0.9815 -2.6117
31 O -2.7105 1.0186 -1.8149
32 H 4.6932 -0.5445 1.6329
33 H 3.5539 0.2057 2.3154
34 O 4.3283 -0.4190 2.4753
35 H 1.2768 -2.8320 0.7096
36 H 0.2969 -2.4946 -0.2542
37 O 1.0472 -3.0828 -0.2123
38 H 2.6696 0.1218 -1.9583
39 H 3.9046 -0.9106 -1.9975
40 O 3.6895 -0.0222 -1.8674
41 H 2.8021 -1.0791 -4.1314
42 H 1.3768 -1.2496 -3.5942
43 O 1.8209 -0.7631 -4.2370
44 H -4.4524 -2.3580 -1.4792
45 H -4.0179 -0.8809 -1.5913
46 O -3.7016 -1.7490 -1.6671
47 H 2.6135 2.8755 1.8577
48 H 1.3982 2.3619 1.3896
49 O 2.3094 2.3788 1.1269
50 H 3.4874 -3.1398 -2.1888
51 H 2.0628 -2.7320 -1.5823
52 O 2.7791 -2.5849 -2.2748
53 H -0.8970 3.6199 -2.4589
54 H -2.0848 4.1934 -1.7996
55 O -1.5988 3.3267 -1.8747
56 H 0.9895 1.7165 4.1255
57 H 0.6857 0.8853 2.8759
58 O 1.1817 1.5668 3.3145
59 H 2.8667 -1.8589 3.0320
60 H 2.0512 -1.2788 1.7832
61 O 2.2134 -2.0555 2.3176